# 1
Computed, not measured: 2 unconnected molecules or ions with the total composition C5H11N2O in a non-equilibrium geometry, with ωB97M-V/def2-TZVPD.

Largest force on an atom   3.2 eV/Å
HOMO   -0.520 Eh
Total energy   -10384.88675 eV
Frontier orbital gap   10.94 eV
Energy above the lowest of the compared OMol25 structures with the same formula, charge and spin   16.6 kcal per mole
Net charge   +1

The geometry in XYZ format:
```
19
Properties=species:S:1:pos:R:3:forces:R:3:mulliken_charge:R:1
C 3.03446 -1.67982 -0.94615 -0.609 -1.523 0.193 -0.526
C 2.39557 -0.53586 -0.63092 -0.550 0.342 1.815 0.402
C 3.68147 -0.18335 -2.42052 -0.738 -0.090 -0.161 -0.202
N 3.76647 -1.45371 -2.09050 0.170 -1.249 -0.130 -0.052
N 2.80951 0.37410 -1.54001 1.084 2.032 -2.289 -0.045
C 0.00000 0.00000 0.00000 -0.522 -0.267 0.706 -0.940
C 1.43712 -0.18115 0.50898 0.546 -0.605 -0.699 -0.556
H 2.91846 -2.65755 -0.47851 0.268 0.403 -0.309 0.383
H 4.22219 0.14675 -3.30751 -0.616 0.732 0.466 0.395
H 4.09958 -2.18935 -2.73946 0.138 0.769 0.935 0.300
H 2.45988 1.34228 -1.65700 0.386 -0.853 0.419 0.287
H -0.19803 0.59501 -0.90739 0.522 -0.093 0.411 0.309
H -0.52763 0.46663 0.84880 -0.196 -0.226 -0.559 0.304
H -0.40388 -1.01537 -0.15002 -0.124 0.541 -0.087 0.329
H 1.79083 0.68252 1.10430 0.011 -0.400 -0.529 0.353
H 1.41764 -1.06436 1.17605 0.179 0.580 -0.179 0.260
O -0.32220 3.58258 -2.26566 -0.985 -0.415 -0.393 -0.660
H -0.59115 3.18139 -3.12297 0.167 0.540 0.883 0.328
H -1.16957 3.83007 -1.83096 0.868 -0.218 -0.493 0.330
```
Positions in Å, forces in eV/Å.

***

# 2
Computed, not measured: 2 unconnected molecules or ions with the total composition C5H11N2O in a non-equilibrium geometry, with ωB97M-V/def2-TZVPD.

Largest force on an atom   3.4 eV/Å
HOMO   -0.430 Eh
Total energy   -10383.42931 eV
Frontier orbital gap   8.31 eV
Energy above the lowest of the compared OMol25 structures with the same formula, charge and spin   50.2 kcal per mole
Net charge   +1

The geometry in XYZ format:
```
19
Properties=species:S:1:pos:R:3:forces:R:3:mulliken_charge:R:1
C -0.64799 -0.08298 -0.45692 -1.281 -0.752 1.476 0.383
C 3.35072 -0.11276 0.25231 -0.348 -0.062 -1.615 0.187
C -2.77329 0.99234 -0.56874 -0.139 -0.463 -2.564 -1.174
C -2.56822 -1.08983 0.99397 1.713 1.958 0.354 -1.153
C -1.85998 -0.02614 0.08288 0.740 -1.195 -1.025 0.432
N 3.07036 -0.96933 -0.70014 1.656 -1.126 0.477 -0.277
N 2.89222 1.09886 0.29178 0.460 2.234 2.588 -0.291
O 0.47280 -0.13631 -0.81571 -0.137 0.402 -0.245 -0.538
H -2.17796 1.54676 -1.37797 -1.031 -0.328 1.336 0.304
H -3.58827 0.45262 -1.15679 1.013 0.468 0.693 0.291
H -3.31683 1.65046 0.08857 0.280 0.390 0.460 0.332
H -2.12242 -1.99840 1.40788 0.584 0.492 -0.451 0.352
H -2.83139 -0.41075 1.78350 -0.289 -0.191 1.089 0.346
H -3.48135 -1.32964 0.56374 -1.602 -0.637 -1.188 0.352
H 4.04864 -0.30767 1.01411 0.830 -0.855 0.704 0.373
H 3.65845 -1.83128 -0.84488 -1.180 1.406 0.351 0.277
H 2.47708 -0.63413 -1.43110 -0.450 -0.332 -0.517 0.269
H 3.25465 1.66511 1.12050 -0.999 -0.899 -1.776 0.275
H 2.14278 1.52306 -0.24698 0.178 -0.510 -0.149 0.260
```
Positions in Å, forces in eV/Å.

***

Number 1: molecular weight 115.156 g mol⁻¹. Number 2: molecular weight 115.156 g mol⁻¹.